No. 1
The following is a quantum chemistry calculation of a structure of composition C16H34F6MnN2O6 at a distorted geometry, from the OMol25 dataset.

Positions of all 65 atoms, in Å:
N 9.327 -15.732 -17.413
O 11.134 -14.707 -19.236
H 7.816 -12.069 -14.711
C 11.553 -15.803 -18.402
H 6.952 -20.009 -16.995
F 10.023 -17.672 -22.270
C 5.890 -11.890 -15.501
H 9.579 -12.252 -21.107
C 9.268 -18.218 -21.372
C 8.372 -17.220 -20.538
H 8.646 -19.805 -17.379
H 9.007 -13.655 -21.453
H 11.503 -13.901 -21.031
H 6.342 -18.429 -18.812
H 5.619 -12.832 -15.976
H 7.740 -11.751 -19.788
H 12.562 -15.584 -18.052
F 8.613 -9.817 -18.855
H 7.809 -10.923 -21.974
F 10.079 -18.985 -20.570
C 6.200 -14.927 -18.068
H 10.623 -18.021 -17.250
H 9.738 -11.378 -16.206
H 10.899 -14.980 -16.508
H 7.363 -17.137 -20.944
O 8.822 -15.931 -20.420
C 7.351 -11.474 -15.496
F 8.704 -9.016 -16.926
H 6.573 -15.362 -17.141
C 7.353 -18.837 -18.810
H 7.492 -10.471 -15.094
H 7.305 -12.405 -22.735
H 6.508 -14.407 -20.750
H 11.645 -17.507 -16.077
H 6.235 -11.291 -21.693
F 10.605 -9.528 -18.071
O 7.160 -14.129 -18.702
C 7.592 -12.507 -20.560
C 7.185 -11.806 -21.832
H 9.896 -17.574 -15.752
H 11.713 -16.733 -18.948
H 11.986 -15.579 -21.068
H 5.914 -15.701 -18.779
Mn 9.114 -14.275 -18.957
C 9.311 -9.905 -17.736
C 10.657 -17.263 -16.467
C 7.670 -19.324 -17.446
N 8.984 -12.967 -20.714
O 7.818 -11.641 -16.861
H 12.967 -14.423 -20.235
O 9.727 -12.423 -17.902
C 10.675 -15.822 -17.162
H 8.842 -15.814 -16.531
H 5.242 -14.465 -17.828
H 5.728 -13.228 -19.605
H 7.357 -19.598 -19.590
C 6.660 -13.612 -20.019
C 9.171 -11.345 -17.137
F 8.468 -19.123 -22.022
H 9.069 -16.638 -17.779
O 8.262 -17.769 -19.213
H 7.642 -18.502 -16.730
H 5.338 -11.139 -16.065
H 5.407 -11.918 -14.524
C 11.930 -14.700 -20.426

## Properties
* HOMO-LUMO gap (spin up / spin down): 0.286 / 0.306 Ha
* LUMO level (spin up / spin down): 0.43 / 0.42 eV
* total charge: 0
* energy above the lowest of the compared OMol25 structures with the same formula, charge and spin: 3.729 eV
* 2S+1: 6
* expectation value of S²: 8.75

Partial charges, natural (NBO), in e:
1 N -0.883
2 O -0.563
3 H 0.160
4 C -0.075
5 H 0.225
6 F -0.302
7 C -0.622
8 H 0.392
9 C 0.925
10 C 0.337
11 H 0.216
12 H 0.372
13 H 0.192
14 H 0.161
15 H 0.204
16 H 0.239
17 H 0.187
18 F -0.335
19 H 0.224
20 F -0.346
21 C -0.237
22 H 0.220
23 H 0.134
24 H 0.217
25 H 0.129
26 O -0.928
27 C -0.061
28 F -0.333
29 H 0.197
30 C -0.057
31 H 0.179
32 H 0.211
33 H 0.206
34 H 0.210
35 H 0.222
36 F -0.335
37 O -0.585
38 C -0.091
39 C -0.624
40 H 0.216
41 H 0.202
42 H 0.198
43 H 0.181
44 Mn 1.400
45 C 0.934
46 C -0.641
47 C -0.628
48 N -0.860
49 O -0.559
50 H 0.181
51 O -0.954
52 C -0.070
53 H 0.373
54 H 0.181
55 H 0.207
56 H 0.186
57 C -0.072
58 C 0.317
59 F -0.352
60 H 0.415
61 O -0.609
62 H 0.197
63 H 0.208
64 H 0.209
65 C -0.241


No. 2
The following is a quantum chemistry calculation of a cluster of 4 separate species, C16H34FNO5 in total, from the OMol25 dataset.

Positions of all 57 atoms, in Å:
C -2.551 -2.749 -4.843
O -0.671 2.640 -0.806
H -4.422 1.011 1.164
H 0.640 0.636 0.663
H -1.337 -0.524 -4.238
H 5.641 2.245 1.351
C 6.894 1.073 2.639
H 5.341 4.162 2.888
H 6.629 0.126 2.168
F -0.079 -1.481 1.099
H -2.844 -0.785 -0.217
O 4.547 1.617 2.910
H 1.706 1.389 -1.364
C 6.139 3.440 3.061
C 3.182 -0.110 0.359
H -6.996 1.098 2.806
H 0.947 0.067 -2.303
H -2.571 -3.835 -4.942
C -6.159 1.573 2.285
H -0.247 -3.893 -3.747
C -6.024 -0.303 0.610
H -6.857 -0.834 1.081
C -0.316 -2.806 -3.676
H -0.625 -1.564 -0.854
H -5.597 2.153 3.017
O -2.056 1.075 0.001
C -0.860 1.522 -0.433
C 2.343 -0.585 -0.814
C -2.024 -0.321 0.328
H 0.239 -2.481 -2.794
H 2.798 -0.572 1.270
C 5.796 2.103 2.423
C 0.154 0.417 -0.299
C -0.628 -0.859 -0.026
H 0.187 -2.377 -4.548
H -6.565 2.256 1.538
H 6.258 3.324 4.142
H 7.069 3.844 2.658
O -1.781 -0.901 -3.471
H -2.176 -0.455 1.399
H -6.427 0.330 -0.182
H -2.103 -2.333 -5.750
H 7.034 0.888 3.708
C 1.299 0.378 -1.320
H -3.577 -2.385 -4.780
H -5.368 -1.048 0.160
O -4.693 -0.329 2.637
C -5.271 0.521 1.644
H -2.245 -2.713 -2.725
H 7.844 1.414 2.225
H 4.632 1.477 3.860
H -5.410 -0.784 3.091
H 3.153 -2.272 -0.813
H 3.097 0.969 0.488
N 2.439 -1.746 -1.321
H 4.227 -0.378 0.216
C -1.755 -2.325 -3.621

## Properties
* HOMO-LUMO gap: 0.391 Ha
* LUMO level: 0.78 eV
* total charge: 0

Partial charges, natural (NBO), in e:
1 C -0.629
2 O -0.563
3 H 0.187
4 H 0.256
5 H 0.462
6 H 0.172
7 C -0.630
8 H 0.220
9 H 0.216
10 F -0.367
11 H 0.200
12 O -0.721
13 H 0.235
14 C -0.630
15 C -0.705
16 H 0.194
17 H 0.232
18 H 0.212
19 C -0.629
20 H 0.213
21 C -0.629
22 H 0.196
23 C -0.640
24 H 0.195
25 H 0.220
26 O -0.487
27 C 0.807
28 C 0.334
29 C -0.114
30 H 0.235
31 H 0.244
32 C 0.095
33 C -0.377
34 C 0.188
35 H 0.198
36 H 0.213
37 H 0.197
38 H 0.212
39 O -0.729
40 H 0.221
41 H 0.215
42 H 0.199
43 H 0.198
44 C -0.445
45 H 0.217
46 H 0.211
47 O -0.724
48 C 0.086
49 H 0.169
50 H 0.212
51 H 0.460
52 H 0.459
53 H 0.330
54 H 0.226
55 N -0.639
56 H 0.228
57 C 0.093